Entry from OMol25: a molecular structure, C16H36BFGaO8 (wB97M-V/def2-TZVPD).

Computed properties:
**HOMO**: -3.722 eV
**Frontier orbital gap**: 0.2075 hartree
**Net charge**: -1
**Calculated total energy**: -3282.6273 Ha

Geometry (Å):
C: -2.7346 0.7172 2.6511
B: -2.9393 -0.7090 2.0077
O: -3.9656 -0.7604 1.0396
Ga: -1.7456 -2.4005 2.5125
O: 0.0896 -1.8623 2.4435
C: -1.9796 -3.8306 1.0461
C: -0.7274 -3.8759 0.2289
F: -0.7336 -4.9349 -0.7414
C: -2.0611 -3.0152 4.4586
O: -3.2327 -3.7938 4.7475
O: -3.2219 -4.9606 3.9120
H: -1.7013 0.8965 2.9366
H: -3.3733 0.8140 3.5319
H: -3.0347 1.4907 1.9350
H: -4.6015 -1.4424 1.2555
H: 0.3815 -1.7524 3.3492
H: -2.1947 -4.8321 1.4157
H: -2.7924 -3.5061 0.3910
H: -0.6144 -2.9646 -0.3585
H: 0.1493 -4.0208 0.8546
H: -2.2238 -2.1079 5.0460
H: -1.1777 -3.4956 4.8980
H: -3.8499 -4.7172 3.2211
C: 0.2589 0.4922 0.2091
C: 0.8868 1.7349 0.7701
O: 0.3064 2.4989 1.5109
C: 2.3182 1.9929 0.3535
H: -0.7614 0.3909 0.5698
H: 0.2522 0.5493 -0.8810
H: 0.8235 -0.3863 0.5248
H: 2.3797 2.0763 -0.7327
H: 2.9495 1.1614 0.6690
H: 2.6733 2.9139 0.8130
C: -1.8573 2.6511 6.9703
C: -1.1491 2.1551 5.7264
O: -1.0885 0.9817 5.4617
C: -0.5340 3.2012 4.8267
H: -2.2563 1.8035 7.5224
H: -1.1593 3.2000 7.6054
H: -2.6755 3.3183 6.6936
H: 0.2178 3.7725 5.3765
H: -1.3050 3.8880 4.4727
H: -0.0714 2.7228 3.9669
C: 1.5012 -2.4607 -3.5072
C: 1.6917 -0.9630 -3.5093
O: 2.0241 -0.3698 -2.5117
C: 1.4350 -0.2430 -4.8129
H: 1.7077 -2.8538 -2.5151
H: 0.4741 -2.7087 -3.7797
H: 2.1759 -2.9244 -4.2294
H: 0.4022 -0.4071 -5.1271
H: 2.1074 -0.6137 -5.5875
H: 1.6074 0.8214 -4.6773
C: 2.6241 3.3739 -6.6406
C: 3.5158 2.2393 -7.0874
O: 3.9361 1.4213 -6.3062
C: 3.8534 2.1783 -8.5595
H: 2.4583 3.3058 -5.5684
H: 3.0923 4.3321 -6.8718
H: 1.6644 3.3223 -7.1574
H: 4.3689 3.0907 -8.8636
H: 2.9404 2.0820 -9.1494
H: 4.4959 1.3223 -8.7496